No. 1
{"formula": "C4H12N3P", "method": "the ωB97M-V functional and the def2-TZVPD basis", "symbols": ["C", "C", "C", "C", "N", "N", "N", "P", "H", "H", "H", "H", "H", "H", "H", "H", "H", "H", "H", "H"], "xyz": [[-1.50835, 0.83138, -1.14783], [1.43903, 1.19043, 0.12781], [-1.25577, -0.73175, 1.00149], [1.60655, -1.33374, 0.00446], [-0.30954, 0.21175, -1.23090], [-2.22905, 0.21365, 0.21214], [2.25554, 0.00181, -0.13545], [-0.29168, -1.34123, -0.53186], [-1.41419, 1.86529, -0.90495], [-2.32105, 0.57520, -2.01560], [1.73352, 2.13701, -0.29818], [1.11270, 1.24538, 1.11419], [-0.60799, -0.13734, 1.66879], [-1.90391, -1.46493, 1.51308], [2.11812, -2.19079, -0.63044], [1.61483, -1.67232, 1.10592], [-2.79320, 0.83759, 0.86552], [-3.04120, -0.23970, -0.08241], [2.68883, -0.00196, -1.08965], [3.10682, 0.00428, 0.45387]], "lowdin_charge": [-0.20, 0.13, -0.21, -0.25, -0.20, 0.02, -0.05, 1.05, 0.12, 0.21, 0.11, 0.07, 0.09, 0.11, 0.15, 0.13, 0.21, 0.12, 0.21, 0.20], "charge": 2, "multiplicity": 1, "lumo_energy_ev": [-9.669, -8.910], "homo_energy_ev": [-17.719, -17.401]}

---

No. 2
{"formula": "C36H34F5N3", "method": "the ωB97M-V functional and the def2-TZVPD basis", "symbols": ["F", "C", "C", "C", "C", "C", "C", "H", "H", "H", "H", "H", "F", "C", "C", "C", "C", "C", "C", "H", "H", "H", "H", "H", "F", "C", "C", "C", "C", "C", "C", "H", "H", "H", "H", "H", "F", "C", "C", "C", "C", "C", "C", "H", "H", "H", "H", "H", "F", "C", "C", "C", "C", "C", "C", "H", "H", "H", "H", "H", "C", "C", "N", "H", "H", "H", "C", "C", "N", "H", "H", "H", "C", "C", "N", "H", "H", "H"], "xyz": [[2.28159, 2.63518, -2.94237], [1.76122, 1.52878, -3.49338], [2.59384, 0.41750, -3.74186], [1.92051, -0.70246, -4.17977], [0.54666, -0.73720, -4.23493], [-0.27266, 0.37245, -3.87854], [0.38946, 1.51031, -3.52098], [3.65260, 0.40957, -3.52892], [2.48203, -1.61196, -4.33435], [0.08036, -1.65665, -4.55675], [-1.35095, 0.31246, -3.88748], [-0.16078, 2.40404, -3.26626], [3.23636, 2.29107, 1.92718], [3.55626, 0.97193, 1.90816], [4.85887, 0.52214, 1.81081], [5.13501, -0.84676, 1.70671], [4.05883, -1.72891, 1.74392], [2.72175, -1.31622, 1.86984], [2.46724, 0.07268, 1.90946], [5.66626, 1.23398, 1.89929], [6.12362, -1.23878, 1.51856], [4.18909, -2.79481, 1.62865], [1.99971, -2.11118, 1.98430], [1.45367, 0.43280, 2.00641], [-6.49766, -2.84229, 0.23864], [-5.48208, -2.02378, 0.51874], [-4.83873, -1.28899, -0.45656], [-3.77771, -0.46623, -0.07824], [-3.16519, -0.66126, 1.17153], [-3.82941, -1.33503, 2.17786], [-5.01443, -2.02939, 1.81142], [-5.12173, -1.32790, -1.49809], [-3.26040, 0.16380, -0.78666], [-2.32181, -0.06016, 1.47782], [-3.43476, -1.25656, 3.18010], [-5.52679, -2.61001, 2.56426], [-1.58265, -3.34645, 5.00194], [-1.17947, -3.17593, 3.76137], [-2.15344, -3.04775, 2.77753], [-1.74035, -2.82785, 1.48831], [-0.40832, -2.60271, 1.21879], [0.57020, -2.80882, 2.18867], [0.15208, -3.02721, 3.49562], [-3.21473, -3.15234, 2.94815], [-2.44563, -2.77185, 0.67232], [-0.21972, -2.40947, 0.17309], [1.63138, -2.66433, 2.04929], [0.83776, -3.08148, 4.32827], [-1.38887, -1.18673, 1.12138], [-0.75448, -0.16113, 0.51260], [-1.15723, 0.26828, -0.72738], [-0.42154, 1.29913, -1.31572], [0.61321, 1.90940, -0.66587], [1.09222, 1.38218, 0.53034], [0.39709, 0.33288, 1.16534], [-2.03891, -0.15968, -1.18113], [-0.84623, 1.71448, -2.21767], [1.03167, 2.82944, -1.04644], [1.79033, 1.89116, 1.17838], [0.79746, 0.00763, 2.11418], [-2.45524, -2.81586, -0.75966], [-2.50131, -1.59174, -1.52765], [-2.49949, -0.68543, -2.17383], [-3.29418, -2.85516, -0.06486], [-1.50559, -2.80129, -0.22482], [-2.54721, -3.71010, -1.37608], [3.08299, 4.75954, 0.44396], [1.82487, 3.99228, 0.45973], [0.81363, 3.41473, 0.43273], [3.95491, 4.12267, 0.59308], [3.13556, 5.59743, 1.13915], [3.23019, 5.11627, -0.57545], [0.41068, 4.56499, -1.59065], [0.29540, 4.68360, -3.06686], [0.24759, 4.79569, -4.21738], [0.89694, 3.61476, -1.36996], [-0.59363, 4.57914, -1.16726], [1.02220, 5.37548, -1.19409]], "lowdin_charge": [0.05, -0.25, 0.01, -0.10, -0.07, -0.06, -0.11, 0.12, 0.10, 0.10, 0.10, 0.08, 0.02, -0.22, -0.02, -0.08, -0.07, 0.00, -0.03, 0.11, 0.10, 0.10, -0.05, -0.04, 0.08, -0.30, -0.02, -0.08, -0.11, -0.06, 0.01, 0.13, 0.09, 0.13, 0.13, 0.12, 0.08, -0.29, 0.01, -0.18, -0.09, -0.03, 0.01, 0.10, 0.00, 0.14, 0.01, 0.13, -0.14, -0.17, 0.00, -0.02, -0.12, -0.04, 0.02, -0.10, 0.08, 0.00, 0.09, 0.10, -0.01, -0.20, 0.20, 0.10, 0.06, 0.15, -0.01, -0.17, 0.09, 0.08, 0.09, 0.09, -0.07, -0.25, 0.15, -0.03, 0.12, 0.09], "multiplicity": 1, "lumo_energy_ev": 0.287, "homo_energy_ev": -7.628}

---

What calculated total energy values result from the calculations? In sequence: -664.43480 -2054.44932 hartree.
What strongest force on any atom values result from the calculations? In sequence: 3.262 12.715 eV Å⁻¹.